(1)
Density functional theory data (ωB97M-V with the def2-TZVPD basis set) for a structure of composition C32H27N3S2W in a non-equilibrium geometry.

```
65
Properties=species:S:1:pos:R:3
W -0.229 0.146 0.338
C -3.843 -1.250 6.068
C -3.490 0.002 5.251
C -3.846 1.254 6.065
C -4.331 0.000 3.971
C -2.000 -0.016 4.966
C -1.088 -0.001 6.039
C 0.279 -0.039 5.864
C 0.771 -0.082 4.569
S 2.420 -0.103 3.987
C 1.845 -0.099 2.375
N 0.510 -0.108 2.259
C -0.117 -0.091 3.483
C -1.496 -0.059 3.676
C 2.615 -0.124 1.149
C 4.006 -0.080 1.075
C 4.614 -0.142 -0.171
C 3.850 -0.268 -1.324
C 2.460 -0.299 -1.252
C 1.828 -0.208 -0.025
H -4.905 -1.244 6.300
H -3.294 -1.284 7.003
H -3.618 -2.153 5.505
H -4.910 1.248 6.285
H -3.615 2.159 5.509
H -3.310 1.287 7.008
H -5.384 0.013 4.240
H -4.154 -0.896 3.379
H -4.137 0.883 3.364
H -1.454 0.050 7.053
H 0.952 -0.024 6.704
H -2.137 -0.082 2.794
H 4.592 0.011 1.978
H 5.690 -0.097 -0.238
H 4.336 -0.330 -2.286
H 1.876 -0.378 -2.165
C -0.996 -1.545 -0.451
C -1.490 -2.553 -0.967
C -2.119 -3.676 -1.500
C -1.367 -4.712 -2.086
C -2.009 -5.842 -2.546
C -3.391 -5.952 -2.451
C -4.144 -4.922 -1.895
C -3.520 -3.790 -1.418
H -0.293 -4.613 -2.150
H -1.435 -6.646 -2.978
H -3.884 -6.842 -2.806
H -5.216 -5.013 -1.830
H -4.092 -2.985 -0.980
N -3.298 0.879 -0.620
C -2.417 1.840 -0.940
N -1.102 1.691 -0.756
C -0.410 2.848 -1.124
C 0.969 3.027 -1.065
C 1.491 4.244 -1.466
C 0.665 5.272 -1.912
C -0.709 5.108 -1.970
C -1.231 3.888 -1.579
S -2.911 3.375 -1.559
H -2.971 -0.081 -0.534
H -4.272 1.015 -0.843
H 1.619 2.226 -0.724
H 2.557 4.400 -1.430
H 1.099 6.208 -2.222
H -1.352 5.902 -2.305
```

Results
Maximum force in hartree/bohr: 0.042
HOMO-LUMO gap (alpha / beta) in eV: 5.96 / 6.75
Charge: +2
2S+1: 3
Energy above the lowest of the compared OMol25 structures with the same formula, charge and spin in kcal per mole: 0.0

***

(2)
Density functional theory data (ωB97M-V with the def2-TZVPD basis set) for a cluster of 2 separate species, C32H27NO3 in total in a non-equilibrium geometry.

```
63
Properties=species:S:1:pos:R:3
C 2.155 2.920 5.061
C 1.844 3.550 3.852
C 1.645 2.794 2.685
C 1.804 1.398 2.681
C 1.902 0.571 1.394
C 1.418 1.158 0.177
C 1.628 0.568 -1.121
C 1.733 1.472 -2.338
C 1.630 2.873 -2.312
C 1.812 3.637 -3.482
C 2.091 3.015 -4.705
C 2.188 1.615 -4.745
C 2.018 0.863 -3.579
O 1.726 -0.658 -1.332
O 2.432 -0.555 1.470
C 2.055 0.769 3.922
C 2.235 1.520 5.089
H 2.334 3.515 5.959
H 1.785 4.635 3.793
H 1.402 3.306 1.754
H 0.921 2.134 0.208
H 1.437 3.374 -1.365
H 1.760 4.725 -3.427
H 2.236 3.610 -5.612
H 2.420 1.114 -5.684
H 2.134 -0.219 -3.626
H 2.152 -0.319 3.967
H 2.474 1.020 6.027
C 2.432 -6.057 0.495
O 1.518 -5.681 1.558
C 0.830 -4.526 1.394
C 0.894 -3.739 0.227
C 0.125 -2.601 0.152
C -0.588 -2.063 1.243
C -1.172 -0.752 1.100
C -1.893 -0.382 -0.024
C -2.834 0.739 -0.145
C -3.325 1.664 0.759
C -4.391 2.495 0.370
C -4.965 2.393 -0.912
C -4.493 1.439 -1.829
C -3.433 0.649 -1.428
N -2.913 -0.504 -2.050
C -3.316 -1.039 -3.339
C -2.023 -1.114 -1.236
C -0.673 -2.901 2.401
C -0.028 -4.115 2.452
H 2.804 -7.037 0.798
H 1.929 -6.129 -0.486
H 3.269 -5.341 0.414
H 1.536 -4.011 -0.618
H 0.163 -2.048 -0.782
H -1.194 -0.088 1.959
H -2.878 1.722 1.749
H -4.796 3.227 1.062
H -5.785 3.047 -1.203
H -4.950 1.283 -2.817
H -4.009 -0.340 -3.811
H -2.424 -1.182 -3.963
H -3.794 -2.019 -3.207
H -1.584 -2.051 -1.547
H -1.287 -2.562 3.241
H -0.125 -4.781 3.307
```

Results
Maximum force in hartree/bohr: 0.027
HOMO-LUMO gap in eV: 4.75
2S+1: 1
Energy above the lowest of the compared OMol25 structures with the same formula, charge and spin in kcal per mole: 0.0

***

(3)
Density functional theory data (ωB97M-V with the def2-TZVPD basis set) for a cluster of 2 separate species, C32H28BF6NO2S in total in a non-equilibrium geometry.

```
71
Properties=species:S:1:pos:R:3
C 2.794 2.053 -7.186
C 2.610 2.077 -5.714
C 2.544 3.201 -4.910
C 2.316 2.909 -3.520
C 2.137 1.566 -3.293
B 1.940 0.748 -1.887
C 0.457 1.240 -1.411
C -0.623 0.544 -1.893
C -1.904 0.955 -1.538
C -3.067 0.128 -2.018
F -4.277 0.672 -1.680
F -3.072 -0.054 -3.374
F -3.031 -1.132 -1.460
C -2.093 2.071 -0.732
C -0.977 2.727 -0.223
C -1.091 3.880 0.736
F -0.515 3.557 1.949
F -0.444 5.004 0.301
F -2.384 4.236 1.000
C 0.309 2.316 -0.569
O 1.986 -0.694 -2.060
C 3.155 -1.138 -1.384
C 3.636 0.070 -0.525
O 2.971 1.222 -1.002
S 2.429 0.650 -4.762
H 2.910 3.067 -7.582
H 3.682 1.475 -7.465
H 1.924 1.601 -7.677
H 2.662 4.204 -5.298
H 2.290 3.672 -2.748
H -0.466 -0.284 -2.586
H -3.093 2.404 -0.480
H 1.172 2.885 -0.218
H 2.929 -2.004 -0.731
H 3.935 -1.419 -2.123
H 3.346 -0.101 0.531
H 4.725 0.209 -0.600
C 1.538 0.570 4.921
C 0.332 0.599 4.089
N -0.648 1.503 4.290
C -1.773 1.203 3.528
C -1.465 0.052 2.771
C -2.389 -0.405 1.832
C -3.576 0.312 1.656
C -3.822 1.499 2.354
C -2.901 1.982 3.295
C -0.102 -0.339 3.101
C 0.616 -1.421 2.570
C 0.069 -2.676 2.145
C -1.246 -3.140 2.438
C -1.717 -4.346 1.922
C -0.892 -5.167 1.146
C -1.448 -6.386 0.468
C 0.460 -4.812 1.001
C 0.935 -3.613 1.511
H 2.064 -0.370 4.753
H 2.198 1.402 4.659
H 1.306 0.658 5.990
H -0.562 2.317 4.894
H -2.150 -1.302 1.262
H -4.310 -0.055 0.933
H -4.734 2.060 2.159
H -3.011 2.929 3.821
H 1.702 -1.347 2.601
H -1.885 -2.581 3.121
H -2.750 -4.651 2.101
H -0.665 -6.917 -0.086
H -1.892 -7.088 1.187
H -2.239 -6.124 -0.251
H 1.134 -5.478 0.464
H 2.001 -3.384 1.483
```

Results
Maximum force in hartree/bohr: 0.051
HOMO-LUMO gap in eV: 3.52
2S+1: 1
Energy above the lowest of the compared OMol25 structures with the same formula, charge and spin in kcal per mole: 8.3

***

(4)
Density functional theory data (ωB97M-V with the def2-TZVPD basis set) for a structure of composition C32H28Cl2F6N7NbO4 in a non-equilibrium geometry.

```
80
Properties=species:S:1:pos:R:3
Nb -0.113 0.179 0.675
F 0.854 -1.654 3.349
C -0.485 -1.848 3.097
C -1.023 -1.456 1.827
C -2.227 -2.048 1.481
F -2.772 -1.961 0.228
C -3.059 -2.641 2.431
F -4.328 -2.878 2.118
C -2.591 -2.906 3.710
F -3.441 -3.324 4.642
C -1.200 -2.722 3.917
F -0.567 -3.431 4.859
C 3.002 1.293 1.514
N 2.412 0.075 0.803
C 3.007 -1.119 1.481
N 4.477 -1.166 1.409
C 5.045 0.056 1.952
N 4.504 1.363 1.371
C 4.854 1.375 -0.045
N 4.338 0.148 -0.772
C 2.887 0.083 -0.629
C 4.862 -1.099 -0.059
H 2.779 1.112 2.583
H 2.618 2.241 1.107
H 2.587 -2.043 1.021
H 2.693 -1.113 2.557
H 6.175 0.080 1.795
H 4.906 0.059 3.044
H 5.938 1.405 -0.112
H 4.378 2.273 -0.506
H 2.512 -0.862 -1.085
H 2.467 0.977 -1.107
H 5.961 -1.133 -0.229
H 4.394 -1.880 -0.588
Cl -2.291 4.415 -0.657
C -0.663 4.402 -1.207
Cl 0.254 2.906 -0.475
H -0.172 5.239 -0.722
H -0.632 4.378 -2.289
F -6.282 2.340 3.700
C -5.231 2.375 2.850
C -3.967 2.489 3.334
N -2.879 2.255 2.443
C -1.620 2.834 2.825
C -0.589 1.780 3.248
O -0.439 1.515 4.429
O 0.078 1.304 2.205
C -3.051 1.460 1.378
O -2.074 1.083 0.668
N -4.290 1.140 1.105
C -5.451 1.805 1.507
O -6.497 1.928 0.800
H -3.736 2.705 4.344
H -1.801 3.434 3.718
H -1.178 3.494 2.047
H -4.357 0.507 0.292
N 0.064 -0.281 -1.153
C -0.380 -0.762 -2.251
C -0.686 -2.167 -2.374
C -0.133 -3.129 -1.526
C -0.375 -4.489 -1.671
C -1.231 -4.912 -2.683
C -1.770 -4.025 -3.599
C -1.470 -2.662 -3.469
C -0.384 0.140 -3.476
C 0.371 -0.475 -4.503
C 0.848 0.294 -5.560
C 0.635 1.691 -5.552
C -0.130 2.274 -4.550
C -0.673 1.536 -3.511
H 0.386 -2.793 -0.684
H 0.121 -5.149 -1.027
H -1.503 -5.965 -2.589
H -2.367 -4.273 -4.515
H -1.737 -1.945 -4.289
H 0.626 -1.525 -4.456
H 1.406 -0.278 -6.297
H 0.952 2.335 -6.409
H -0.307 3.361 -4.561
H -1.238 1.977 -2.678
```

Results
Maximum force in hartree/bohr: 0.109
HOMO-LUMO gap in eV: 5.79
Charge: +2
2S+1: 1